DFT (wB97M-V/def2-TZVPD) results for C50H46N8NaS8SbSe2 as an isolated structure.

ORCA input file:
```
! wB97M-V def2-TZVPD RIJCOSX def2/J DEFGRID3
* xyz -2 1
Na -0.30006 0.77736 1.03693
Se 4.41828 1.24455 4.51881
Se 0.39181 2.78715 3.93649
C 0.45881 0.85733 4.20851
C 0.92315 0.34294 5.41502
C 0.89951 -1.02280 5.60183
C 0.40921 -1.83797 4.58792
C -0.02419 -1.24347 3.42010
N 0.00416 0.08310 3.22267
C 4.14479 2.39805 3.03889
C 5.23818 2.78706 2.21751
C 5.07157 3.73027 1.23005
C 3.81958 4.31801 1.04499
C 2.79457 3.87490 1.85318
N 2.92484 2.93732 2.79745
H 1.31906 1.01544 6.16071
H 1.26795 -1.45407 6.52515
H 0.38223 -2.91560 4.69309
H -0.41763 -1.83299 2.59495
H 6.20112 2.33263 2.40788
H 5.91201 4.02402 0.60857
H 3.64489 5.07040 0.28539
H 1.79492 4.29322 1.75156
N -2.56250 1.01580 1.81144
S -2.94639 0.50168 0.35439
N -2.09213 -0.10779 -2.34620
S -0.82586 -0.78629 -2.06413
N -0.39314 -0.98489 -0.51376
S 1.94993 -2.26007 -0.74946
N 0.89668 -1.37260 0.03479
C 3.43022 -1.94761 0.14981
C 4.59442 -1.81653 -0.58650
C 5.79949 -1.63471 0.08716
C 5.81394 -1.57870 1.47138
C 4.62668 -1.69514 2.19364
C 3.42563 -1.88366 1.53696
C 1.85566 -4.04237 -0.26313
C 2.46603 -5.01177 -1.04031
C 2.30448 -6.35346 -0.71275
C 1.52052 -6.71201 0.37915
C 0.90455 -5.72633 1.14764
C 1.07071 -4.38730 0.82030
C -0.88692 -2.48521 -2.72150
C -0.84651 -3.55771 -1.85695
C -1.01957 -4.85742 -2.33523
C -1.25733 -5.06629 -3.68322
C -1.34229 -3.97400 -4.55259
C -1.16506 -2.68531 -4.07418
C 0.46563 -0.11053 -3.22337
C 1.58539 -0.77189 -3.70540
C 2.37019 -0.18676 -4.69793
C 2.03103 1.05717 -5.20970
C 0.89387 1.70956 -4.73780
C 0.11047 1.12311 -3.75376
C -4.51818 1.26421 -0.06239
C -4.41189 2.61376 -0.36806
C -5.55773 3.38677 -0.47236
C -6.80643 2.80351 -0.29853
C -6.90783 1.44435 -0.03278
C -5.76189 0.67027 0.10041
C -3.48472 -1.23381 0.48505
C -3.83900 -1.96292 -0.64928
C -4.11789 -3.31677 -0.53426
C -4.05318 -3.94684 0.70486
C -3.69331 -3.21527 1.82916
C -3.39421 -1.85819 1.72019
H 4.55976 -1.83760 -1.66965
H 6.71789 -1.51439 -0.47534
H 6.74282 -1.40134 1.99923
H 4.63677 -1.60458 3.26900
H 2.49166 -1.94660 2.08291
H 3.07362 -4.72265 -1.89304
H 2.77714 -7.11972 -1.31523
H 1.38017 -7.75763 0.62481
H 0.28643 -6.00405 1.99321
H 0.58703 -3.59838 1.39505
H -0.70498 -3.37448 -0.80247
H -0.96687 -5.69444 -1.64706
H -1.38802 -6.07325 -4.06371
H -1.55046 -4.13361 -5.60444
H -1.25068 -1.82539 -4.72973
H 1.84615 -1.75417 -3.33616
H 3.23941 -0.71304 -5.07701
H 2.63858 1.50983 -5.98558
H 0.60608 2.67049 -5.15198
H -0.80436 1.58044 -3.38968
H -3.43232 3.06355 -0.47764
H -5.46818 4.45054 -0.65425
H -7.69995 3.41538 -0.34190
H -7.88054 0.98572 0.09943
H -5.83982 -0.37951 0.34585
H -3.85082 -1.46186 -1.61099
H -4.36373 -3.88572 -1.42332
H -4.27376 -5.00512 0.79030
H -3.62991 -3.69680 2.79853
H -3.07694 -1.30013 2.59270
S -5.06877 4.12482 4.95448
Sb -3.30644 3.43452 3.72253
S -3.74973 1.15073 3.04074
S -2.59550 4.71427 1.97832
S -1.42923 3.12671 5.21244
S 1.13918 2.28195 -0.80976
C 0.54097 3.82809 -1.09706
N 0.90231 4.47432 -2.23887
C 0.63599 5.87495 -2.53878
C 0.32488 6.60560 -1.24852
C -0.75661 5.83648 -0.51540
N -0.26490 4.48890 -0.25481
H 1.52503 3.94004 -2.82165
H -0.21109 5.96481 -3.22594
H 1.51025 6.29974 -3.03161
H 0.00927 7.63092 -1.44952
H 1.22297 6.63243 -0.62434
H -1.67097 5.80117 -1.11970
H -1.01109 6.28755 0.44072
H -0.65900 4.00368 0.54642
*
```

Relative energy (zero: lowest compared OMol25 entry of this formula, charge and spin) ... 0.0 kcal per mole
Kohn-Sham gap ... 5.133 eV
Electronic energy ... -10761.82956 Ha
HOMO level ... -1.862 eV
Lowest unoccupied orbital energy ... 3.2711 eV